{
  "formula": "C4H8NO3",
  "method": "wB97M-V/def2-TZVPD",
  "species": ["C", "C", "O", "N", "H", "H", "H", "H", "H", "C", "C", "O", "O", "H", "H", "H"],
  "xyz": [[1.8406, 0.9308, 0.8042], [1.7607, 0.6508, -0.6957], [2.5312, 1.2262, -1.4678], [0.8360, -0.1994, -1.1641], [0.6335, -0.3224, -2.1591], [0.1622, -0.9037, -0.7003], [2.8474, 0.4478, 1.1335], [1.0062, 0.6668, 1.4232], [2.0772, 1.9943, 0.8650], [-1.9248, -0.0105, 0.6266], [-2.0523, -1.4397, -0.0763], [-1.1906, -1.8495, -0.9142], [-3.0491, -2.1021, 0.2607], [-0.8430, 0.1110, 0.8153], [-2.4862, 0.2223, 1.5142], [-2.1490, 0.5771, -0.2653]],
  "forces_ev_per_angstrom": [[2.781, -0.379, -0.483], [-0.383, -0.216, -1.011], [0.172, 0.325, 0.437], [-1.250, -1.352, 0.426], [0.902, 0.564, 0.412], [0.590, 1.015, -0.224], [-1.882, 0.490, -0.226], [-0.245, -0.326, 0.173], [-0.320, 0.029, 0.127], [1.975, -1.284, -2.055], [-1.167, -1.133, 1.249], [0.305, 1.156, 0.586], [-0.190, 0.293, 0.062], [-0.589, 0.318, 0.076], [-0.558, -0.331, -0.025], [-0.142, 0.831, 0.476]],
  "e_tot_ha": -437.7718,
  "gap_ev": 8.19,
  "mol_weight_g_mol": 118.11,
  "charge": -1,
  "lumo_ev": 3.70,
  "de_lowest_kcal_mol": 21.1
}